No. 1
Here is a 3-piece molecular cluster, C20H39NO12P2 overall from OMol25. Energies are from wB97M-V/def2-TZVPD.

Output
molecular weight = 547.48 g mol⁻¹
HOMO level = -0.3490 Eh
E_tot = -66000.1426 eV
LUMO energy = -2.017 eV

Cartesian coordinates (Å):
C 0.19392 -4.36864 5.38246
N 1.14437 -5.16748 4.50600
C 0.89751 -4.89447 3.05554
C 2.56289 -4.98289 4.95973
O 2.70460 -4.76195 6.26838
C 3.93344 -4.91769 4.06889
C 4.20235 -3.32213 3.83000
C 4.80066 -2.73293 2.58776
C 4.32679 -1.20426 2.85780
O 3.76025 -0.67952 1.78734
O 3.98037 -0.72819 4.17327
C 3.93649 -2.04322 4.81697
O 4.10519 -2.12912 6.10933
H 0.56205 -3.24687 5.54526
H 0.06909 -4.82551 6.46780
H -0.89195 -4.28277 4.93694
H 1.45041 -3.92907 2.66489
H 1.08692 -5.83886 2.35543
H -0.26238 -4.65901 2.88986
H 3.65430 -5.33290 3.00521
H 4.83438 -5.54794 4.45457
H 5.25576 -3.19578 1.63125
O 0.79722 -3.39096 -0.24817
P 1.09490 -2.66679 -1.58402
O -0.48258 -2.24720 -1.86607
C -0.96908 -1.10262 -1.18258
C -0.31536 0.17336 -1.68269
O 1.11876 -4.10617 -2.42482
C 1.35401 -5.35347 -1.78200
C 0.03809 -6.00599 -1.38786
O 1.42749 -1.85769 -3.07655
C 1.64268 -2.53607 -4.30729
C 0.34928 -3.03302 -4.94210
H -0.81393 -1.22088 -0.10586
H -2.04770 -1.05102 -1.35973
H 0.75411 0.18262 -1.44978
H -0.77027 1.05195 -1.21737
H -0.40971 0.25941 -2.77027
H 2.02398 -5.23519 -0.92888
H 1.86888 -5.99836 -2.50044
H -0.60416 -5.33246 -0.81326
H 0.21633 -6.90814 -0.79354
H -0.52889 -6.28512 -2.28298
H 2.38003 -3.33494 -4.18264
H 2.10010 -1.81179 -4.98991
H -0.25587 -3.64035 -4.26551
H 0.57097 -3.63204 -5.83117
H -0.27747 -2.18744 -5.23550
O -2.64969 3.90877 -0.75673
P -2.29705 5.20139 -1.53283
O -1.53551 5.92568 -0.25241
C -0.19492 5.53234 -0.00334
C 0.74331 5.99879 -1.10231
O -3.82346 5.82834 -1.29550
C -4.94327 5.00126 -1.00178
C -5.13658 4.88085 0.50185
O -1.90306 6.64561 -2.39995
C -2.83461 7.68943 -2.65266
C -3.08173 8.56903 -1.43280
H -0.14390 4.44560 0.11397
H 0.10630 5.98416 0.94670
H 0.51261 5.50315 -2.05058
H 1.78272 5.77459 -0.84782
H 0.64366 7.07653 -1.26867
H -4.84749 4.02593 -1.48160
H -5.82559 5.48110 -1.43585
H -4.22066 4.57499 1.01550
H -5.92415 4.15646 0.73390
H -5.41969 5.85075 0.92582
H -3.76178 7.28512 -3.07018
H -2.40047 8.31462 -3.44035
H -3.36727 8.00148 -0.54444
H -3.87526 9.29301 -1.64396
H -2.17170 9.11257 -1.16764

Cartesian forces (eV/Å) of the 3 atoms listed first:
C -0.87 1.04 1.69
N 2.22 1.82 -0.24
C -1.25 0.30 -1.81

Mulliken population analysis, charges in e, atoms 1 to 6:
1 C -0.70
2 N 0.07
3 C -0.78
4 C 0.27
5 O -0.53
6 C -0.33

No. 2
Here is a 3-piece molecular cluster, C3H11NO3 overall from OMol25. Energies are from wB97M-V/def2-TZVPD.

Output
molecular weight = 109.12 g mol⁻¹
HOMO level = -0.3588 Eh
E_tot = -10920.8470 eV
relative energy (zero: lowest compared OMol25 entry of this formula, charge and spin) = 2.1586 eV
LUMO energy = 0.803 eV

Cartesian coordinates (Å):
C 0.09099 1.76919 0.93970
N -0.25133 0.51648 0.23120
C 0.95866 -0.24631 0.05572
C 0.74874 -1.63369 -0.54472
O -0.19642 -1.88944 -1.27646
H -0.84058 2.37493 1.04317
H 0.77292 2.54408 0.46315
H 0.67312 1.52459 1.79409
H -0.51850 0.66094 -0.70513
H 1.72252 0.12418 -0.64562
H 1.49074 -0.54516 1.02446
H 1.43967 -2.44765 -0.42278
H -1.45341 0.33655 -3.45804
H -0.45190 -0.49718 -2.59746
O -0.79647 0.40321 -2.68111
H -1.40221 -0.99327 3.00719
H -0.99668 -0.63031 1.55081
O -0.98988 -1.37115 2.22183

Cartesian forces (eV/Å) of the 3 atoms listed first:
C -0.62 1.69 -1.77
N 2.01 0.28 1.11
C 1.56 -2.93 1.21

Mulliken population analysis, charges in e, atoms 1 to 6:
1 C -0.92
2 N -0.36
3 C -0.67
4 C -0.05
5 O -0.57
6 H 0.31

No. 3
Here is a 12-piece molecular cluster, C27H61N7O24 overall from OMol25. Energies are from wB97M-V/def2-TZVPD.

Output
molecular weight = 867.81 g mol⁻¹
HOMO level = -0.3674 Eh
E_tot = -88540.4276 eV
relative energy (zero: lowest compared OMol25 entry of this formula, charge and spin) = 0.1444 eV
LUMO energy = -0.305 eV

Cartesian coordinates (Å):
C -1.37957 3.72393 -4.67800
N -0.14718 3.34250 -3.98259
O 0.66240 4.18981 -3.70968
O 0.06532 2.13224 -3.90423
H -1.88332 2.86263 -5.09812
H -1.08754 4.36200 -5.51189
H -2.05185 4.28977 -4.03998
C -1.94840 5.76361 0.26141
N -1.28962 4.98537 -0.81592
O -1.96078 4.31976 -1.58914
O -0.12479 5.26736 -1.01597
H -1.42098 5.58764 1.19321
H -2.93954 5.34431 0.43578
H -2.06043 6.79039 -0.06385
C 2.38049 3.07686 -0.75826
N 3.28370 4.16299 -0.30184
O 3.89021 4.84075 -1.10763
O 3.40258 4.27117 0.90668
H 2.25820 3.06118 -1.83537
H 1.41838 3.39577 -0.34976
H 2.64360 2.17770 -0.21447
C -1.75521 -2.00245 -5.15692
N -1.78751 -1.30333 -3.84053
O -2.82902 -0.80186 -3.50835
O -0.76029 -1.25321 -3.22178
H -2.75370 -2.37368 -5.35461
H -1.02587 -2.80612 -5.13617
H -1.41621 -1.26446 -5.88003
C -2.75331 1.42912 3.01010
N -1.77689 2.53514 2.74164
O -0.99438 2.81233 3.61715
O -1.76142 3.01782 1.62748
H -3.73761 1.88461 2.91257
H -2.65696 1.13199 4.04579
H -2.53110 0.69072 2.24798
C -3.06893 -2.88599 -0.44809
N -3.84483 -1.79689 0.19492
O -3.57743 -1.56747 1.35912
O -4.71492 -1.26653 -0.43964
H -2.45666 -3.37505 0.29434
H -2.50619 -2.52454 -1.30625
H -3.80709 -3.55482 -0.89120
C -0.71941 1.11806 -0.96227
N -0.07078 0.13822 -0.05702
O -0.27253 -1.05835 -0.12335
O 0.81994 0.58547 0.64595
H -0.73636 2.08263 -0.46929
H -1.72853 0.78027 -1.18313
H -0.10323 1.13633 -1.85785
O 4.44489 -3.69283 -4.37189
C 4.96987 -2.61462 -4.27713
O 4.58357 -1.63957 -3.45933
C 3.46119 -1.94059 -2.60684
C 2.84547 -0.60609 -2.26689
C 6.14790 -2.23440 -5.14727
H 3.72457 -2.56541 -1.75681
H 2.71757 -2.50525 -3.17507
H 3.45372 -0.01892 -1.57910
H 1.90431 -0.79103 -1.73188
H 2.49547 -0.02647 -3.12017
H 5.81866 -1.91978 -6.13292
H 6.83296 -3.07588 -5.17446
H 6.65525 -1.40303 -4.65384
O -2.73058 -3.24703 5.53599
C -2.69139 -2.04614 5.48881
O -1.72981 -1.30179 4.92912
C -0.45882 -1.84398 4.60010
C 0.28574 -0.79685 3.78186
C -3.82008 -1.19105 6.03267
H -0.57406 -2.78900 4.06357
H 0.10486 -2.09692 5.50255
H 1.19212 -1.19738 3.33646
H 0.46833 0.09257 4.38338
H -0.37785 -0.49416 2.96849
H -4.76079 -1.63696 5.73064
H -3.66232 -0.15350 5.76036
H -3.69555 -1.30418 7.11274
O -7.37265 3.59400 -0.14287
C -7.84249 2.54483 0.19606
O -7.18016 1.49580 0.66493
C -5.78936 1.63727 0.99322
C -4.95643 1.71577 -0.28843
C -9.29539 2.24597 -0.00630
H -5.44137 0.79504 1.57896
H -5.73079 2.62585 1.45803
H -5.31863 0.97127 -0.99646
H -3.92089 1.45535 -0.05616
H -4.98975 2.65842 -0.83045
H -9.78585 1.47624 0.58124
H -9.41690 2.01596 -1.06927
H -9.87691 3.16258 0.09943
O 0.93780 -6.01202 -1.71755
C 1.30627 -5.15577 -0.95531
O 2.59345 -4.90347 -0.68739
C 3.56011 -5.68342 -1.37099
C 5.01623 -5.22427 -1.16893
C 0.31796 -4.19012 -0.36584
H 3.34686 -5.56144 -2.43624
H 3.48643 -6.73386 -1.08534
H 5.43407 -5.45426 -0.18957
H 5.16967 -4.16627 -1.37172
H 5.54616 -5.81135 -1.91967
H -0.07217 -3.60858 -1.20280
H 0.82537 -3.46832 0.27146
H -0.48351 -4.77979 0.06707
O 7.43487 1.48125 3.29677
C 6.73506 0.50773 3.41058
O 5.42439 0.52715 3.18146
C 4.73991 1.78347 3.15593
C 3.29616 1.42034 2.79456
C 7.28534 -0.85792 3.67848
H 5.19880 2.54221 2.52538
H 4.75658 2.19613 4.16955
H 3.29066 0.90615 1.83222
H 2.67109 2.31052 2.73479
H 2.84363 0.72719 3.50094
H 7.81569 -1.19000 2.78727
H 6.50860 -1.59326 3.88517
H 7.94242 -0.81781 4.54376

Cartesian forces (eV/Å) of the 3 atoms listed first:
C -0.84 0.77 -0.78
N 0.74 -1.10 -1.01
O -0.25 0.25 0.39

Mulliken population analysis, charges in e, atoms 1 to 6:
1 C -0.84
2 N 1.08
3 O -0.50
4 O -0.57
5 H 0.29
6 H 0.33

No. 4
Here is a 8-piece molecular cluster, C14H34Cl4F6N3O6 overall from OMol25. Energies are from wB97M-V/def2-TZVPD.

Output
multiplicity = 2
molecular weight = 596.24 g mol⁻¹
HOMO level (alpha / beta) = -0.5521 / -0.5521 Eh
charge = +2
E_tot = -98200.3580 eV
relative energy (zero: lowest compared OMol25 entry of this formula, charge and spin) = 0.0000 eV
LUMO energy (alpha / beta) = -6.531 / -9.536 eV

Cartesian coordinates (Å):
N -1.33391 3.17763 2.28062
H -2.31611 3.31069 2.08652
H -1.08818 2.20676 2.41146
H -0.97883 3.62767 3.11218
H -0.74161 3.34748 1.48036
N 1.77955 4.94584 0.67977
H 2.47064 4.75778 -0.03237
H 1.08191 4.25133 0.45378
H 1.37155 5.81513 0.36676
H 2.14566 4.88942 1.61938
N 1.82256 -0.04461 4.06915
H 1.55892 -0.61863 4.85723
H 2.39358 -0.43991 3.33581
H 2.16072 0.87579 4.31125
H 1.05796 0.14219 3.43622
O -0.03831 0.42188 2.25149
C 0.49096 0.48522 0.95311
C 0.16728 1.56419 -0.16726
O 0.09360 2.97856 -0.00128
H 0.40210 -0.51776 0.53572
H 1.57413 0.58515 1.02279
H -0.75938 1.13678 -0.55031
H 0.88332 1.40898 -0.97429
C -1.29549 0.66784 -3.63502
C -0.89164 -0.79851 -3.35472
O -1.92259 -1.74526 -3.73034
C -2.45320 -2.52683 -2.77925
O -1.86910 -2.73274 -1.68660
C -3.70386 -3.21357 -3.27881
F -3.94096 -2.84509 -4.59936
F -3.56224 -4.56298 -3.08311
F -4.65370 -2.81578 -2.43426
H -2.05333 1.04835 -2.95020
H -1.62842 0.74457 -4.67009
H -0.45578 1.32006 -3.39501
H -0.61720 -0.87049 -2.30230
H -0.07620 -1.14614 -3.98901
C -0.41608 -3.90144 1.17684
C -0.34643 -2.96579 2.42447
O -0.79491 -3.69967 3.61166
C -0.53599 -3.27594 4.89517
O 0.12647 -2.25013 5.07562
C -1.45361 -3.84500 5.88735
F -2.51791 -3.07424 6.16648
F -1.89394 -5.05126 5.45178
F -0.75733 -4.07258 7.03012
H -1.40541 -4.28792 0.93196
H 0.34367 -4.66650 1.33674
H -0.08022 -3.38378 0.27832
H -1.10993 -2.20226 2.27555
H 0.68541 -2.61671 2.46375
Cl 2.17036 5.21566 -2.64557
C 0.77275 4.10558 -3.14862
C -0.47823 4.88820 -2.83102
Cl -1.14438 6.15556 -3.89412
H 0.81971 3.18662 -2.56433
H 0.85819 3.80560 -4.19304
H -0.45417 5.31191 -1.82704
H -1.28046 4.15280 -2.77014
Cl 2.26388 -1.91449 -4.18003
C 2.78568 -2.58967 -2.60857
C 3.28705 -1.49729 -1.66143
Cl 3.23810 -2.11833 0.01494
H 3.36696 -3.50107 -2.74851
H 1.87213 -2.94419 -2.13125
H 2.68029 -0.59195 -1.64368
H 4.32391 -1.20267 -1.82341

Cartesian forces (eV/Å) of the 3 atoms listed first:
N 0.13 -0.51 1.26
H -0.32 0.16 0.13
H -0.37 -1.32 0.29

Mulliken population analysis, charges in e, atoms 1 to 6:
1 N -0.17
2 H 0.39
3 H 0.18
4 H 0.41
5 H 0.20
6 N -0.21

No. 5
Here is one molecule with the formula C3H4N2O2S from OMol25. Energies are from wB97M-V/def2-TZVPD.

Output
molecular weight = 132.14 g mol⁻¹
HOMO level = -0.3535 Eh
E_tot = -21085.0347 eV
relative energy (zero: lowest compared OMol25 entry of this formula, charge and spin) = 1.7972 eV
LUMO energy = 0.330 eV

Cartesian coordinates (Å):
C -0.57712 -0.58796 0.05101
C 1.71967 -0.21438 0.10633
C 0.39949 0.45552 0.48050
H -2.50680 -1.15473 -0.23117
H -2.18120 0.49744 0.11843
H 0.33887 0.53148 1.55969
H 0.38041 1.76579 -1.54552
N -1.94581 -0.46087 0.22824
N -0.01190 -1.63793 -0.38943
O 1.38047 -1.47241 -0.33570
O 2.83117 0.16846 0.18340
S 0.17274 2.10958 -0.22579

Cartesian forces (eV/Å) of the 3 atoms listed first:
C -0.42 -0.17 0.15
C -1.18 -0.89 0.04
C -0.07 0.10 -0.43

Mulliken population analysis, charges in e, atoms 1 to 6:
1 C 0.20
2 C 0.26
3 C 0.33
4 H 0.28
5 H 0.23
6 H 0.29